[1]
C4H6N2OS | ωB97M-V/def2-TZVPD

The geometry in XYZ format:
```
14
Properties=species:S:1:pos:R:3:mulliken_charge:R:1
C 0.06 1.72 0.50 -1.106
C -0.11 0.46 -0.34 0.590
N -0.99 0.61 -1.25 -0.395
S -1.52 -0.34 -2.41 0.048
N -0.61 -1.87 -2.18 -0.353
C -0.04 -2.05 -0.99 -0.181
O 1.24 -1.67 -0.74 -0.383
C 0.55 -0.84 0.08 -0.181
H 0.80 1.69 1.33 0.325
H -0.97 2.13 0.90 0.248
H 0.55 2.39 -0.18 0.282
H 0.11 -1.99 -2.87 0.329
H -0.44 -2.67 -0.18 0.404
H 0.75 -1.22 1.15 0.374
```

Properties
Total charge = 0
Multiplicity = 1
SMILES = CC1=NSN[C@H]2O[C@@H]12
ΔE to the lowest compared entry with this formula, charge and spin = 5.1321 eV
Molecular weight = 130.172 g/mol
Largest force on an atom = 5.58 eV/Å
Gap between HOMO and LUMO = 9.11 eV
HOMO level = -8.4 eV

[2]
C2H3Cl2F | ωB97M-V/def2-TZVPD

The geometry in XYZ format:
```
8
Properties=species:S:1:pos:R:3:mulliken_charge:R:1
F 0.81 1.55 -0.71 -0.289
C 0.45 1.29 0.67 -0.397
C -0.16 -0.11 0.53 -0.001
Cl -1.84 -0.26 -0.16 -0.154
Cl 1.25 -1.14 -0.09 -0.157
H -0.17 2.07 1.03 0.310
H 1.42 1.10 0.99 0.317
H -0.22 -0.45 1.44 0.371
```

Properties
Total charge = 0
Multiplicity = 1
SMILES = FCC(Cl)Cl
ΔE to the lowest compared entry with this formula, charge and spin = 1.4132 eV
Molecular weight = 116.950 g/mol
Largest force on an atom = 5.39 eV/Å
Gap between HOMO and LUMO = 11.68 eV
HOMO level = -11.2 eV

[3]
CHNOP2S | ωB97M-V/def2-TZVPD

The geometry in XYZ format:
```
7
Properties=species:S:1:pos:R:3:mulliken_charge:R:1
C 0.34 0.81 -0.46 -0.198
N -0.89 -0.70 1.91 -0.194
O 1.55 0.86 -0.55 -0.432
P -0.07 -0.88 -1.39 0.066
P 0.17 -2.38 -0.15 0.102
S -0.88 0.72 1.50 0.249
H -0.21 1.58 -0.86 0.407
```

Properties
Total charge = 0
Multiplicity = 1
ΔE to the lowest compared entry with this formula, charge and spin = 2.3351 eV
Molecular weight = 137.040 g/mol
Largest force on an atom = 3.14 eV/Å
Gap between HOMO and LUMO (spin up / spin down) = 6.69 / 6.35 eV
HOMO level (spin up / spin down) = -8.6 / -8.1 eV

[4]
C38H83FN9O9 | ωB97M-V/def2-TZVPD

The geometry in XYZ format:
```
140
Properties=species:S:1:pos:R:3:mulliken_charge:R:1
C 2.56 -1.96 2.14 -1.037
C 1.13 -1.30 2.39 0.152
N 0.54 -0.76 1.17 0.352
C -0.71 0.01 1.28 -3.049
N -1.62 -0.29 2.40 1.341
C -2.44 -1.51 1.97 -0.843
C -2.82 -2.44 3.24 -0.491
C -4.00 -3.48 2.90 -0.835
C -4.16 -3.82 1.35 -0.531
O -2.99 -4.40 0.73 -0.475
C -2.66 0.76 2.73 -1.606
C -1.88 2.06 3.20 2.025
N -0.69 1.75 4.10 -0.534
C -2.74 3.11 4.04 -1.148
C -4.28 2.65 4.30 -0.557
O -4.33 1.72 5.41 -0.545
C -1.17 2.67 1.86 -0.581
C -2.06 3.75 1.09 -2.082
C -3.58 3.40 0.83 -0.277
N -4.09 4.43 -0.17 0.561
C -4.73 3.78 -1.36 -0.545
C -3.72 3.65 -2.62 -0.713
C -5.23 5.13 0.51 0.479
C -6.64 4.38 0.77 -0.842
O -5.14 6.32 0.90 -0.584
C -0.39 1.59 0.96 1.592
O 1.02 1.68 1.35 -0.491
C 1.73 2.75 0.72 0.560
C 3.12 2.93 1.54 -1.306
C -0.57 1.77 -0.63 -0.484
C 0.30 0.80 -1.56 -0.675
F -1.96 1.56 -1.07 -0.400
H 3.00 -2.29 3.14 0.424
H 3.29 -1.27 1.59 0.313
H 2.42 -2.93 1.54 0.099
H 0.49 -2.10 2.93 -0.124
H 1.29 -0.43 3.13 0.057
H 0.57 -1.37 0.35 0.466
H -1.29 -0.33 0.34 0.491
H -1.24 -0.59 3.30 0.777
H -3.35 -1.23 1.35 0.260
H -1.81 -2.21 1.30 0.582
H -1.91 -3.05 3.56 0.343
H -3.14 -1.84 4.15 0.363
H -4.98 -2.99 3.23 0.348
H -3.92 -4.44 3.53 0.327
H -4.52 -2.92 0.73 0.298
H -5.01 -4.59 1.27 0.331
H -2.38 -4.77 1.40 0.289
H -3.30 0.27 3.55 0.772
H -3.34 0.88 1.84 -0.293
H -0.34 2.68 4.39 0.438
H -1.08 1.34 4.96 0.348
H -2.31 3.21 5.10 0.592
H -2.80 4.16 3.64 0.157
H -4.80 2.28 3.37 0.305
H -4.82 3.61 4.66 0.343
H -3.98 2.22 6.19 0.396
H -0.34 3.33 2.33 0.427
H -1.62 4.13 0.11 0.202
H -2.06 4.69 1.75 0.637
H -3.80 2.38 0.39 0.117
H -4.24 3.53 1.75 0.214
H -5.54 4.51 -1.72 0.475
H -5.27 2.80 -1.14 0.327
H -3.96 2.72 -3.23 0.287
H -2.62 3.70 -2.31 -0.066
H -3.89 4.55 -3.30 0.205
H -7.23 4.84 1.62 0.340
H -6.35 3.31 1.08 0.215
H -7.23 4.26 -0.20 0.289
H 1.19 3.76 0.82 0.340
H 2.03 2.58 -0.36 -0.299
H 3.07 2.24 2.45 0.277
H 3.94 2.47 0.87 0.329
H 3.34 4.01 1.80 0.289
H -0.35 2.84 -1.00 0.691
H 1.31 0.63 -1.02 -0.106
H 0.53 1.24 -2.58 0.337
H -0.21 -0.22 -1.60 0.240
C 1.44 -6.12 0.19 -0.194
O 1.49 -5.23 1.03 -0.632
N 0.52 -6.20 -0.81 0.241
C 0.53 -7.29 -1.77 -0.911
C -0.49 -5.17 -0.92 -0.859
H 2.16 -6.95 0.18 0.542
H 0.65 -6.87 -2.78 0.337
H -0.43 -7.82 -1.72 0.346
H 1.34 -7.99 -1.57 0.253
H 0.01 -4.20 -1.05 0.262
H -1.07 -5.14 0.00 0.262
H -1.15 -5.36 -1.76 0.376
C -4.02 7.04 -3.64 0.008
O -3.83 6.74 -4.80 -0.638
N -3.43 8.07 -2.98 0.113
C -3.71 8.36 -1.59 -0.694
C -2.49 8.91 -3.70 -0.975
H -4.72 6.47 -3.00 0.425
H -4.11 9.37 -1.50 0.378
H -2.78 8.30 -1.02 0.327
H -4.43 7.65 -1.17 0.048
H -3.00 9.37 -4.55 0.299
H -1.67 8.30 -4.07 0.312
H -2.10 9.69 -3.04 0.389
C 4.13 -9.35 -2.69 0.102
O 3.27 -9.46 -1.83 -0.583
N 5.14 -8.44 -2.66 0.160
C 6.13 -8.35 -3.72 -0.918
C 5.23 -7.53 -1.54 -0.765
H 4.15 -9.99 -3.58 0.301
H 7.12 -8.53 -3.29 0.327
H 6.09 -7.35 -4.16 0.326
H 5.94 -9.09 -4.49 0.299
H 5.34 -8.10 -0.62 0.334
H 4.31 -6.94 -1.48 0.117
H 6.09 -6.86 -1.65 0.309
C 4.08 0.93 -2.42 0.042
O 3.52 0.94 -1.33 -0.520
N 4.21 2.00 -3.25 0.162
C 4.88 1.91 -4.53 -0.970
C 3.65 3.28 -2.83 -0.716
H 4.53 0.02 -2.83 0.294
H 5.73 2.60 -4.53 0.352
H 4.18 2.19 -5.32 0.349
H 5.25 0.90 -4.70 0.287
H 4.12 3.58 -1.89 0.284
H 2.58 3.17 -2.67 0.091
H 3.83 4.04 -3.59 0.403
C 5.03 -3.88 -0.84 0.254
O 5.05 -4.01 -2.05 -0.652
N 6.09 -3.52 -0.06 0.188
C 5.97 -3.39 1.38 -0.948
C 7.37 -3.27 -0.69 -0.977
H 4.10 -4.04 -0.26 0.217
H 6.23 -2.36 1.66 0.344
H 6.66 -4.08 1.86 0.391
H 4.96 -3.60 1.71 0.241
H 7.26 -2.46 -1.42 0.294
H 7.69 -4.18 -1.22 0.255
H 8.12 -3.00 0.05 0.403
```

Properties
Total charge = +1
Multiplicity = 1
Molecular weight = 829.134 g/mol
Largest force on an atom = 4.28 eV/Å
Gap between HOMO and LUMO = 8.69 eV
HOMO level = -10.5 eV

[5]
CaHg2I | ωB97M-V/def2-TZVPD

The geometry in XYZ format:
```
4
Properties=species:S:1:pos:R:3:mulliken_charge:R:1
Hg -15.97 -2.88 10.15 1.556
Hg -21.48 -2.02 8.22 1.512
Ca -19.21 -4.89 7.86 1.633
I -18.65 -2.27 9.18 0.299
```

Properties
Total charge = +5
Multiplicity = 1
ΔE to the lowest compared entry with this formula, charge and spin = 6.7171 eV
Molecular weight = 568.162 g/mol
Largest force on an atom = 3.27 eV/Å
Gap between HOMO and LUMO = 5.36 eV
HOMO level = -32.1 eV

[6]
CH6NP | ωB97M-V/def2-TZVPD

The geometry in XYZ format:
```
9
Properties=species:S:1:pos:R:3:mulliken_charge:R:1
C -0.84 -0.50 0.75 -0.895
N 0.45 -0.04 -1.35 -0.451
P 0.94 -0.43 0.18 0.082
H -1.22 -1.47 0.24 0.284
H -1.41 0.31 0.36 0.244
H -1.09 -0.80 1.84 0.295
H 1.11 0.47 -1.95 0.258
H -0.38 0.42 -1.48 0.240
H 2.44 2.03 1.40 -0.057
```

Properties
Total charge = 0
Multiplicity = 1
ΔE to the lowest compared entry with this formula, charge and spin = 3.5407 eV
Molecular weight = 63.040 g/mol
Largest force on an atom = 3.75 eV/Å
Gap between HOMO and LUMO (spin up / spin down) = 10.05 / 6.81 eV
HOMO level (spin up / spin down) = -9.8 / -6.9 eV